(1)
Density functional theory data (ωB97M-V/def2-TZVPD) for a molecular structure, C4H6N2O2 at a distorted geometry.

Results
HOMO	-10.034	eV
maximum force	6.00	eV/A
LUMO	0.016	Ha
electronic energy	-415.7640	Eh

Each line ends with the natural charge from an NBO analysis.
Cartesian coordinates (Å):
C -0.0572 -0.7633 1.1867  -0.0974
C -0.0405 -1.3987 -0.1659  -0.4712
C -0.5698 -0.2455 -1.2413  0.0965
C 0.3640 1.9198 0.0712  0.3226
H -0.9031 -0.3645 1.5893  0.2051
H 0.2776 -1.7380 1.6904  0.1926
H -0.8281 -2.2369 -0.3037  0.2382
H 0.9221 -1.6757 -0.6707  0.2586
H -1.4157 -0.4423 -1.9380  0.1853
H 0.1609 3.0455 -0.2713  0.2288
N -0.2420 1.0062 -1.5725  -0.1654
N 0.3555 1.5226 1.2549  -0.1999
O 0.9888 1.1987 -1.0142  -0.4037
O 0.9878 0.1723 1.3853  -0.3900



(2)
Density functional theory data (ωB97M-V/def2-TZVPD) for a molecular structure, C21H25F5N2O7S2SiTi.

Results
HOMO (alpha / beta)	-3.472 / -4.645	eV
maximum force	0.54	eV/A
LUMO (alpha / beta)	0.076 / 0.076	Ha
electronic energy	-3886.2584	Eh
2S+1	2
total charge	-1

Each line ends with the Mulliken spin population.
Cartesian coordinates (Å):
Ti 1.2563 0.5885 -0.1580  0.0786
N -0.3101 -2.8807 -1.3297  0.0012
C 0.4452 -1.7994 -1.4680  0.0018
O -0.0248 -0.6542 -1.2955  -0.0007
C 1.9020 -1.9039 -1.8354  0.0008
C 2.6608 -0.8378 -1.0404  0.0024
H -1.1839 -2.8245 -0.8020  -0.0001
H 0.1383 -3.7797 -1.3500  -0.0001
H 1.9480 -1.6915 -2.9080  0.0000
H 2.2667 -2.9262 -1.6990  0.0002
H 3.3749 -0.3027 -1.6687  -0.0010
H 3.2052 -1.2859 -0.2063  0.0007
O -0.4400 1.4452 0.3639  0.1133
C -1.1361 2.2983 -0.3363  0.4411
C -0.7302 2.8656 -1.5599  -0.0245
C -1.5891 3.7579 -2.2396  0.1007
C -1.2125 4.3041 -3.4423  -0.0636
C 0.0093 4.0187 -4.0518  0.2121
C 0.8703 3.1554 -3.3936  -0.0925
C 0.5351 2.5871 -2.1704  0.1765
O 1.4157 1.7988 -1.5576  0.0251
N -2.1341 5.2269 -4.1122  -0.0003
O -3.1766 5.5166 -3.5518  -0.0095
O -1.7987 5.6897 -5.1897  -0.0091
H -2.1083 2.5835 0.0648  0.0141
H -2.5514 4.0108 -1.8176  0.0041
H 0.2633 4.4668 -4.9989  0.0213
H 1.8382 2.9107 -3.8117  -0.0041
C 1.1161 3.5361 2.6801  0.0034
Si 2.5587 2.9826 1.6190  -0.0017
C 2.7217 4.1430 0.1610  0.0024
C 4.1277 3.0235 2.6451  0.0006
O 2.3321 1.4366 1.1097  0.0101
H 1.1194 4.6255 2.7777  -0.0023
H 1.1569 3.1123 3.6866  0.0013
H 0.1708 3.2456 2.2167  -0.0008
H 3.1931 5.0818 0.4654  0.0001
H 1.7444 4.3793 -0.2666  -0.0021
H 3.3228 3.6941 -0.6318  0.0002
H 4.4188 4.0482 2.8900  0.0000
H 4.9521 2.5576 2.1007  0.0000
H 3.9952 2.4773 3.5821  -0.0001
C 1.1065 -2.5574 3.2704  0.0006
S 1.3889 -0.8943 2.6930  0.0000
C -0.0157 -0.1067 3.4661  0.0012
O 0.9723 -0.9600 1.2274  -0.0015
H 0.1090 -2.8743 2.9524  -0.0002
H 1.2004 -2.5514 4.3571  -0.0001
H 1.8829 -3.1861 2.8378  0.0000
H 0.1313 -0.0838 4.5459  0.0000
H -0.9073 -0.6696 3.1793  -0.0001
H -0.0533 0.9032 3.0602  -0.0005
F -6.4237 -6.0773 3.5359  0.0000
C -5.4070 -5.3340 3.0658  0.0000
C -4.7115 -4.4815 3.9022  0.0000
F -5.0566 -4.4012 5.1985  0.0000
C -3.6700 -3.7209 3.4072  0.0000
F -3.0362 -2.9199 4.2823  0.0000
C -3.2602 -3.7554 2.0700  0.0002
S -1.9586 -2.7801 1.4697  0.0009
C -3.9888 -4.6374 1.2641  -0.0001
F -3.6792 -4.7688 -0.0358  0.0000
C -5.0342 -5.4076 1.7365  0.0000
F -5.6957 -6.2362 0.9116  0.0000



(3)
Density functional theory data (ωB97M-V/def2-TZVPD) for a single C7H18O2SSi2 molecule at a distorted geometry.

Results
HOMO (alpha / beta)	-8.522 / -7.786	eV
maximum force	3.98	eV/A
LUMO (alpha / beta)	-0.011 / -0.029	Ha
electronic energy	-1405.0654	Eh

Each line ends with the natural charge from an NBO analysis.
Cartesian coordinates (Å):
C -0.7268 0.1121 0.1412  -0.4801
C -0.8702 -2.6418 1.5942  -1.1133
C 1.7112 -1.8157 0.0207  -1.0903
C -0.8659 -2.2890 -1.6524  -1.0881
C 1.1238 1.7475 -1.7771  -1.1066
C -0.7599 3.2172 0.6495  -1.0375
C 1.8307 1.7032 1.2589  -1.1048
O -2.0119 0.4083 -0.0204  -0.6737
O -4.5488 0.5890 -0.1148  -0.8218
Si -0.2131 -1.6860 0.0564  1.5276
Si 0.3693 1.6913 0.0360  1.5290
S -3.4097 -0.3807 0.0110  1.1812
H -0.6868 -1.9220 2.4168  0.2431
H -1.9290 -2.9033 1.3868  0.2377
H -0.4570 -3.6534 1.9200  0.2522
H 2.1787 -2.7403 0.4625  0.2478
H 1.9104 -1.7994 -0.9906  0.2261
H 2.2655 -0.9296 0.4996  0.2361
H -1.9555 -2.3014 -1.8337  0.2419
H -0.4845 -1.8109 -2.4628  0.2306
H -0.4611 -3.3502 -1.7213  0.2347
H 2.2703 1.6984 -1.6500  0.2398
H 0.7756 0.8850 -2.5020  0.2417
H 0.9572 2.6049 -2.4126  0.2442
H -0.0437 3.9297 0.9631  0.2253
H -1.2593 3.4824 -0.2804  0.2325
H -1.4350 2.9034 1.4788  0.2439
H 2.2570 0.7728 1.4136  0.2216
H 2.8069 2.3445 0.8540  0.2357
H 1.6619 2.1342 2.2549  0.2438



(4)
Density functional theory data (ωB97M-V/def2-TZVPD) for a single C10H13ClN2O molecule at a distorted geometry.

Results
HOMO	-8.778	eV
maximum force	2.41	eV/A
LUMO	0.021	Ha
electronic energy	-1033.7332	Eh
SMILES	C[C@H]1CN[C@H]1COc1ccc(Cl)nc1

Each line ends with the natural charge from an NBO analysis.
Cartesian coordinates (Å):
C -1.3534 2.2853 2.1625  -0.6188
C -0.3235 1.2185 2.3048  -0.2291
C -0.8041 0.0577 3.1625  -0.2126
N -1.2738 -0.5973 1.9362  -0.6329
C -0.2986 0.1962 1.1578  -0.0708
C -0.8907 0.5579 -0.2154  -0.0780
O -0.8238 -0.5506 -1.0617  -0.4903
C 0.2751 -0.7514 -1.8432  0.2535
C 0.2200 -1.8620 -2.7087  -0.1941
C 1.3360 -2.1908 -3.4382  -0.2569
C 2.4103 -1.2772 -3.4175  0.1729
Cl 3.8428 -1.4134 -4.4138  -0.0081
N 2.4384 -0.1709 -2.7297  -0.4016
C 1.4335 0.0065 -1.8019  -0.0690
H -1.1416 3.0459 1.3705  0.2083
H -2.2457 1.7456 1.9160  0.2176
H -1.4785 2.8761 3.0778  0.2177
H 0.6937 1.6037 2.5907  0.2050
H 0.1193 -0.3958 3.6388  0.1669
H -1.5629 0.2133 3.9787  0.1907
H -1.2364 -1.6020 1.8754  0.3662
H 0.6779 -0.3698 1.0681  0.1880
H -1.9776 0.7637 -0.0954  0.2134
H -0.3465 1.3894 -0.6667  0.1787
H -0.7142 -2.4447 -2.6972  0.2381
H 1.3831 -3.0406 -4.1250  0.2396
H 1.6412 0.7068 -1.0254  0.2055



(5)
Density functional theory data (ωB97M-V/def2-TZVPD) for a single C3H7NO molecule.

Results
HOMO	-9.793	eV
maximum force	0.37	eV/A
LUMO	0.034	Ha
electronic energy	-248.5262	Eh
SMILES	CCC(N)=O

Each line ends with the natural charge from an NBO analysis.
Cartesian coordinates (Å):
C -1.5953 0.2449 0.1189  -0.6008
C -0.2935 -0.4828 0.4496  -0.4950
C 0.9013 0.3941 0.1041  0.6743
N 1.8568 -0.1796 -0.6814  -0.8246
O 0.9994 1.5382 0.5120  -0.6205
H -2.4627 -0.2967 0.5076  0.2092
H -1.5722 1.2435 0.5622  0.2314
H -1.7183 0.3578 -0.9637  0.2037
H -0.2410 -1.4550 -0.0553  0.1963
H -0.2412 -0.6758 1.5276  0.2310
H 1.7366 -1.0846 -1.1043  0.3927
H 2.6302 0.3961 -0.9773  0.4023



(6)
Density functional theory data (ωB97M-V/def2-TZVPD) for a molecular structure, C28H30AsNSSiV at a distorted geometry.

Results
HOMO (alpha / beta)	-11.260 / -11.260	eV
maximum force	1.20	eV/A
LUMO (alpha / beta)	-0.142 / -0.142	Ha
electronic energy	-5006.9711	Eh
total charge	+1

Each line ends with the natural charge from an NBO analysis.
Cartesian coordinates (Å):
V 0.4579 0.2288 0.4568  0.6239
S -0.4460 -1.5360 1.4936  -0.0583
C -2.0518 -1.1903 2.1812  -0.1441
C -2.8763 -2.2290 2.5892  -0.2079
C -4.1038 -1.9332 3.1665  -0.1685
C -4.5083 -0.6160 3.3456  -0.2242
C -3.6859 0.4194 2.9297  -0.1235
C -2.4613 0.1268 2.3479  -0.4066
As -1.2312 1.4483 1.6890  1.2818
C -0.4865 2.2415 3.2759  -0.3862
C 0.2447 3.4235 3.1725  -0.1537
C 0.8803 3.9411 4.2899  -0.2185
C 0.7917 3.2756 5.5068  -0.1838
C 0.0730 2.0928 5.6057  -0.1998
C -0.5625 1.5678 4.4876  -0.2040
C -2.4349 2.7823 0.9858  -0.2634
C -3.0806 2.5081 -0.2172  -0.2218
C -4.0675 3.3616 -0.6825  -0.1986
C -4.4105 4.4889 0.0538  -0.1846
C -3.7688 4.7591 1.2535  -0.1861
C -2.7810 3.9053 1.7271  -0.2439
H -2.5613 -3.2559 2.4568  0.2340
H -4.7518 -2.7431 3.4764  0.2308
H -5.4636 -0.3981 3.8044  0.2303
H -3.9954 1.4500 3.0501  0.2208
H 0.3202 3.9337 2.2198  0.2131
H 1.4503 4.8589 4.2111  0.2283
H 1.2868 3.6820 6.3797  0.2278
H 0.0056 1.5758 6.5546  0.2286
H -1.1142 0.6398 4.5628  0.2310
H -2.8267 1.6233 -0.7834  0.2121
H -4.5729 3.1466 -1.6153  0.2279
H -5.1845 5.1540 -0.3065  0.2291
H -4.0394 5.6353 1.8292  0.2277
H -2.2928 4.1158 2.6680  0.2319
N 1.5708 1.1767 1.1436  -0.4029
C 2.5722 1.7013 1.9632  0.1141
C 2.8466 1.1077 3.1963  -0.2134
C 3.8299 1.6424 4.0080  -0.1883
C 4.5388 2.7646 3.5930  -0.1797
C 4.2596 3.3581 2.3674  -0.2047
C 3.2731 2.8329 1.5522  -0.2092
H 2.2694 0.2414 3.4942  0.2292
H 4.0446 1.1887 4.9665  0.2294
H 5.3121 3.1789 4.2272  0.2288
H 4.8130 4.2333 2.0516  0.2300
H 3.0240 3.2898 0.6018  0.2232
C 2.1925 -1.0083 -0.9669  -1.1086
Si 1.3505 0.2528 -2.1451  1.5890
C 0.6082 -0.7361 -3.5222  -1.1110
C 2.6467 1.4743 -2.6415  -1.1097
C -0.0757 1.1451 -1.2059  -1.0664
H 2.7156 -1.7243 -1.6024  0.2955
H 1.5218 -1.6467 -0.3583  0.2490
H 2.9304 -0.5403 -0.3159  0.2612
H 1.3877 -1.3187 -4.0204  0.2545
H 0.1328 -0.0971 -4.2690  0.2561
H -0.1423 -1.4316 -3.1400  0.2504
H 3.5301 0.9514 -3.0181  0.2564
H 2.9497 2.0767 -1.7819  0.2459
H 2.2911 2.1460 -3.4264  0.2575
H -1.0334 0.7513 -1.5607  0.2487
H -0.0381 2.2199 -1.3584  0.2735